{"formula": "C9H12O2", "method": "wB97M-V/def2-TZVPD", "multiplicity": 1, "homo_energy_ha": -0.349, "mol_weight_g_mol": 152.2, "orbital_gap_ev": 10.34, "smiles": "C#C[C@@]1(C(=O)OC)CC1(C)C", "energy_ev": -13618.95906, "elements": ["C", "H", "H", "H", "H", "H", "C", "C", "C", "H", "H", "O", "C", "C", "H", "O", "C", "C", "H", "H", "H", "H", "C"], "xyz": [[2.319, -0.480, -0.670], [-3.547, -0.026, -1.700], [0.961, 2.528, -0.028], [1.667, -0.501, 2.037], [0.050, -4.030, 0.668], [1.901, 1.990, -1.323], [1.129, 0.273, 1.536], [1.238, 0.326, 0.049], [-1.333, 0.338, 0.545], [-4.284, -0.099, -0.025], [0.807, 1.018, 2.129], [-1.642, 1.424, 0.969], [0.030, -1.828, 0.645], [0.055, -0.424, 0.684], [3.356, 0.056, -0.592], [-2.146, -0.383, -0.233], [1.047, 1.714, -0.686], [0.175, -3.003, 0.415], [-3.073, 1.255, -0.556], [0.057, 1.629, -1.172], [2.368, -1.418, -0.250], [2.199, -0.601, -1.793], [-3.331, 0.244, -0.649]], "mulliken_charge": [-1.70, 0.23, 0.39, 0.39, 0.39, 0.37, -1.41, 1.31, 0.19, 0.22, 0.35, -0.59, -1.36, 2.01, 0.34, -0.30, -1.40, -0.18, 0.38, 0.28, 0.50, 0.32, -0.72]}

=====

{"formula": "C9H12O2", "method": "wB97M-V/def2-TZVPD", "multiplicity": 1, "homo_energy_ha": -0.343, "mol_weight_g_mol": 152.2, "orbital_gap_ev": 10.01, "smiles": "O=C1C[C@@H]2C=C[C@H](O)[C@@H](C1)C2", "energy_ev": -13618.15060, "elements": ["H", "C", "H", "C", "H", "C", "H", "C", "C", "H", "H", "C", "O", "H", "C", "O", "C", "H", "H", "H", "H", "H", "C"], "xyz": [[-1.587, -1.820, 1.224], [0.214, -0.805, 0.145], [1.222, 2.648, -0.915], [-0.118, 0.368, 1.229], [2.992, 0.954, -0.854], [-0.373, 1.474, 0.325], [-2.486, 1.572, -0.520], [2.030, 0.753, -0.371], [-2.079, -0.505, -0.282], [0.085, -0.476, -0.919], [-1.032, -2.605, -0.403], [1.713, -0.814, 0.194], [-3.246, -0.823, -0.433], [2.061, -0.792, 1.343], [-1.568, 0.862, -0.624], [2.396, -1.797, -0.474], [0.936, 1.648, -0.419], [0.665, 0.227, 2.095], [-1.050, 0.066, 1.793], [2.151, -1.735, -1.407], [-1.134, 0.860, -1.685], [-0.702, 2.379, 0.725], [-1.089, -1.640, 0.232]], "mulliken_charge": [0.30, 0.32, 0.25, -1.20, 0.43, 0.29, 0.26, -0.45, 0.45, 0.20, 0.30, -0.28, -0.57, 0.27, -0.80, -0.53, -0.54, 0.40, 0.32, 0.37, 0.41, 0.71, -0.88]}

=====

{"formula": "C9H12O2SSi", "method": "wB97M-V/def2-TZVPD", "multiplicity": 1, "homo_energy_ha": [-0.280, -0.280], "mol_weight_g_mol": 212.3, "orbital_gap_ev": [7.79, 7.79], "energy_ev": -32332.61237, "elements": ["H", "O", "H", "C", "C", "H", "C", "C", "C", "H", "C", "H", "H", "H", "H", "H", "Si", "H", "O", "S", "C", "H", "H", "C", "C"], "xyz": [[-1.488, -0.911, -2.410], [-0.770, 2.791, 0.366], [0.009, -0.476, 3.208], [-0.924, -1.591, -1.699], [2.395, -0.538, -1.314], [2.080, -0.768, -2.328], [3.836, -0.152, 0.452], [-1.196, -0.953, 1.390], [3.736, -0.299, -0.892], [-1.641, -0.260, 3.357], [-2.812, 1.908, -0.609], [-2.931, 2.273, -1.708], [-3.324, 2.615, -0.033], [-0.684, 0.838, 2.171], [4.647, -0.356, -1.581], [0.050, -2.036, -2.090], [-0.320, -0.483, -0.283], [4.663, 0.092, 1.131], [-2.101, -1.751, 1.405], [2.309, -0.072, 1.298], [-1.381, 1.920, -0.197], [-3.165, 0.896, -0.598], [-1.658, -2.218, -1.316], [-0.871, -0.090, 2.557], [1.542, -0.380, -0.276]], "mulliken_charge": [0.31, -0.49, 0.27, -1.11, -0.33, 0.35, -0.35, 0.82, -0.53, 0.33, -1.12, 0.30, 0.39, 0.33, 0.28, 0.28, 0.40, 0.36, -0.55, -0.09, 0.53, 0.26, 0.41, -1.28, 0.21]}

=====

{"formula": "C9H12S2", "method": "wB97M-V/def2-TZVPD", "multiplicity": 1, "homo_energy_ha": [-0.296, -0.300], "mol_weight_g_mol": 184.3, "orbital_gap_ev": [4.18, 4.35], "energy_ev": -31192.96260, "elements": ["H", "C", "C", "H", "H", "S", "C", "H", "C", "H", "H", "C", "C", "H", "H", "H", "H", "C", "S", "H", "H", "C", "C"], "xyz": [[-3.934, 1.631, 1.357], [0.409, -2.482, -1.673], [0.812, -1.221, -1.271], [0.508, 0.992, 0.760], [0.299, -4.002, 1.335], [4.548, 4.409, 0.264], [0.450, -3.225, 0.602], [1.993, 0.354, 1.479], [0.220, -3.486, -0.739], [-3.319, 3.160, -1.228], [-2.795, 3.628, 0.457], [-3.315, 2.928, -0.175], [-3.923, 1.864, 0.304], [1.045, -1.774, 2.050], [4.660, 4.719, 1.552], [0.235, -2.679, -2.721], [0.950, -0.438, -2.004], [0.865, -1.969, 1.004], [2.389, 1.414, -0.588], [-4.450, 1.172, -0.333], [-0.108, -4.462, -1.056], [1.419, 0.420, 0.554], [1.043, -0.953, 0.070]], "mulliken_charge": [0.23, -0.56, -0.44, 0.32, 0.37, -0.23, -0.46, 0.35, -0.48, 0.23, 0.23, -0.46, -0.44, 0.33, 0.12, 0.38, 0.29, -0.52, -0.05, 0.22, 0.37, -0.65, 0.85]}

=====

{"formula": "C9H13AsN2O5S4SeTc", "method": "wB97M-V/def2-TZVPD", "multiplicity": 1, "homo_energy_ha": [-0.683, -0.683], "mol_weight_g_mol": 609.4, "orbital_gap_ev": [5.72, 5.78], "energy_ev": -194458.19246, "charge": 3, "elements": ["H", "C", "H", "C", "N", "As", "C", "H", "N", "Tc", "C", "H", "H", "S", "O", "H", "H", "O", "H", "S", "H", "C", "H", "C", "H", "C", "C", "O", "S", "O", "C", "S", "Se", "H", "O", "H"], "xyz": [[1.851, 4.862, 1.505], [0.250, 3.898, -3.391], [0.013, 7.346, -0.308], [-1.520, -1.367, 0.855], [0.519, 5.275, -0.070], [-3.318, 0.515, 1.441], [-0.052, 5.997, -2.065], [0.003, -2.842, 1.356], [0.232, 4.656, -2.134], [-0.366, 0.801, -0.398], [-0.164, -1.765, 1.412], [-0.087, -1.449, 2.452], [-0.753, 3.862, -3.810], [-4.869, 0.759, 2.627], [1.757, -2.058, -2.616], [0.619, 2.894, -3.202], [0.925, 4.392, -4.087], [-1.552, -0.935, -0.323], [-0.334, 6.564, -2.937], [-3.699, 1.053, -0.794], [0.825, 6.283, 1.726], [0.848, 5.260, 1.364], [2.655, -1.532, -0.129], [1.599, -1.767, -0.287], [0.112, 4.671, 1.907], [0.128, 6.383, -0.776], [1.224, -1.356, -1.688], [0.486, -0.376, -1.902], [-1.295, 1.426, 1.628], [0.815, -1.024, 0.645], [0.569, 4.231, -0.908], [-1.961, 1.694, -1.510], [1.222, 2.513, -0.377], [1.476, -2.844, -0.168], [-2.546, -1.264, 1.602], [1.529, -1.770, -3.521]], "mulliken_charge": [0.39, -0.88, 0.47, 0.72, 0.12, 0.62, -0.44, 0.42, 0.15, 1.01, -0.23, 0.32, 0.37, -0.02, -0.36, 0.27, 0.37, -0.62, 0.52, 0.05, 0.31, -0.83, 0.41, -0.44, 0.33, -0.32, 0.61, -0.52, -0.09, -0.37, 0.27, 0.23, -0.09, 0.42, -0.58, 0.42]}

=====

{"formula": "C9H13BF3O13PPd", "method": "wB97M-V/def2-TZVPD", "multiplicity": 3, "homo_energy_ha": [0.012, 0.016], "mol_weight_g_mol": 534.4, "orbital_gap_ev": [3.31, 3.18], "s_squared": 2.01, "energy_ev": -57757.35233, "charge": -2, "elements": ["O", "F", "C", "H", "C", "C", "B", "C", "H", "H", "C", "H", "O", "O", "P", "C", "H", "H", "F", "O", "H", "O", "C", "H", "H", "C", "O", "C", "O", "H", "O", "O", "O", "Pd", "F", "O", "H", "H", "H", "O", "O"], "xyz": [[-0.837, -2.724, -4.210], [-5.420, 1.227, -1.219], [1.471, 3.299, 2.198], [2.756, -3.247, 3.399], [2.079, -1.151, 3.596], [-2.651, 0.517, -0.345], [1.999, -0.776, -3.100], [1.384, -1.671, 1.475], [1.373, 0.171, -3.515], [3.100, -0.777, -3.611], [-4.345, -0.859, -0.658], [-4.706, -0.040, -2.646], [-1.524, 0.806, -0.057], [-3.201, 0.852, -1.543], [-1.640, -1.887, -3.221], [2.541, 3.924, 1.267], [-5.281, -1.134, -0.180], [3.071, -0.927, 3.988], [1.068, -3.158, 4.468], [-3.149, -1.955, -3.485], [1.984, 2.646, 2.905], [-1.332, -2.115, -1.693], [1.850, -2.641, 3.471], [2.129, -0.608, -1.925], [2.220, 4.889, 0.871], [1.499, 2.224, 0.183], [0.770, 2.413, 1.328], [-4.459, 0.283, -1.641], [1.272, 1.401, -0.604], [1.395, -1.778, -3.357], [2.601, 3.037, 0.196], [1.064, -1.547, 0.365], [-0.967, -0.443, -3.477], [0.060, -0.514, -1.581], [3.711, 4.048, 1.964], [-3.535, -0.189, 0.361], [-3.747, -1.663, -1.086], [1.358, -0.502, 4.093], [0.816, 4.078, 2.572], [1.205, -2.801, 2.232], [2.019, -0.711, 2.223]], "mulliken_charge": [-0.78, -0.37, -0.46, 0.26, -0.43, 0.56, 1.14, 0.31, -0.35, -0.26, -0.37, 0.33, -0.64, -0.24, 0.83, 0.27, 0.29, 0.21, -0.31, -0.83, 0.23, -0.68, 0.32, -0.45, 0.30, 0.32, -0.21, 0.41, -0.31, -0.26, -0.33, -0.44, -0.66, 1.04, -0.31, -0.37, 0.23, 0.28, 0.23, -0.29, -0.23]}